11 unconnected molecules or ions with the total composition C44H119N13O14, computed with wB97M-V/def2-TZVPD.

Each line ends with the Löwdin charge.
Cartesian coordinates (Å):
C -5.8321 3.3342 1.1323  -0.7949
O -5.2034 3.2261 2.1575  0.0440
N -6.8064 2.5349 0.7328  0.1650
N -5.5762 4.2356 0.2763  0.1898
H -7.3522 2.0560 1.4349  0.1239
H -7.3899 2.6829 -0.0782  0.0756
H -5.0367 5.0118 0.6321  0.1318
H -6.0402 4.1075 -0.6116  0.1035
C 0.7065 -5.2406 -0.9433  -0.7064
O 0.3777 -5.9462 -0.0086  0.0405
N 0.8381 -3.9230 -0.9106  0.2008
N 0.9105 -5.7321 -2.1954  0.1668
H 0.9723 -3.5166 -1.8254  0.0671
H 0.8178 -3.3314 -0.0922  0.0650
H 0.7362 -6.7227 -2.2866  0.1183
H 0.9941 -5.0976 -2.9768  0.0567
C 0.5872 -2.8602 2.2362  -0.0874
O 0.2891 -2.0403 1.1266  -0.2334
C 0.6312 -0.6919 1.3045  -0.1667
C -0.1502 0.1428 0.1780  -0.1928
N -1.6187 0.2177 0.3771  -0.0269
C -2.2325 0.7064 -0.8728  -0.1972
C -1.9322 2.1348 -1.3389  -0.2290
O -2.7575 2.7079 -2.3617  -0.1823
C -2.5955 4.1838 -2.3291  -0.0507
H 1.6105 -2.8023 2.6073  0.0907
H 0.4672 -3.8761 1.8598  0.0760
H -0.1195 -2.8368 3.0657  0.0892
H 1.6871 -0.5230 1.0935  0.1135
H 0.2479 -0.2637 2.2307  0.1212
H 0.1656 0.0406 -0.8602  0.0993
H 0.0904 1.1766 0.4259  0.0764
H -1.8418 -0.7508 0.5571  0.0984
H -3.2092 0.8742 -0.4191  0.1063
H -2.3054 -0.0115 -1.6898  0.0948
H -0.8639 2.2508 -1.5216  0.0891
H -2.0710 2.7270 -0.4343  0.1093
H -3.1113 4.7828 -3.0796  0.0783
H -1.5428 4.4258 -2.1835  0.0744
H -3.1391 4.5348 -1.4519  0.0679
C 8.5280 0.9232 -1.2279  -0.0490
O 7.7095 -0.2824 -1.1134  -0.1606
C 6.7035 -0.3610 -2.1033  -0.1963
C 5.3563 -1.0237 -1.7278  -0.1597
N 4.4665 -1.2034 -2.7949  0.1103
C 3.2051 -1.8356 -2.4361  -0.1025
C 2.6004 -2.1515 -3.7781  -0.2070
O 1.8206 -3.3020 -3.9002  -0.2199
C 0.9239 -3.3505 -4.9843  -0.0605
H 8.9907 0.8260 -2.2100  0.0925
H 9.3897 1.0828 -0.5797  0.0938
H 7.9486 1.8335 -1.0737  0.0869
H 7.0548 -1.0035 -2.9107  0.1273
H 6.5354 0.6020 -2.5854  0.1273
H 4.9794 -0.6036 -0.7953  0.1473
H 5.5586 -2.0785 -1.5421  0.1444
H 4.9955 -1.7672 -3.4449  0.1607
H 2.5812 -1.1169 -1.9047  0.1326
H 3.4909 -2.6777 -1.8058  0.1480
H 3.3072 -2.1544 -4.6079  0.1389
H 1.9897 -1.2584 -3.9113  0.1299
H 0.4620 -2.3637 -5.0140  0.1018
H 0.2354 -4.1913 -4.8990  0.0962
H 1.4845 -3.5988 -5.8855  0.0987
C -2.2086 -3.0310 -2.5301  -0.0451
O -3.3781 -2.7338 -3.4060  -0.2040
C -4.2487 -1.7112 -3.1018  -0.2451
C -4.8390 -1.7781 -1.6603  -0.1706
N -6.1276 -1.0078 -1.4500  -0.0520
C -5.8965 0.4297 -1.5619  -0.1974
C -7.3400 1.0415 -1.8958  -0.1559
O -7.2624 2.5109 -2.0449  -0.2460
C -6.4410 2.9161 -3.1906  -0.0893
H -1.6580 -3.8527 -2.9880  0.0699
H -2.6512 -3.3036 -1.5719  0.0832
H -1.4898 -2.2193 -2.4186  0.0630
H -5.0808 -1.8917 -3.7823  0.1324
H -3.6702 -0.8237 -3.3582  0.1070
H -4.1292 -1.5090 -0.8781  0.0881
H -4.9734 -2.8311 -1.4127  0.1163
H -6.5234 -1.1057 -0.5260  0.1074
H -5.2972 0.6158 -2.4531  0.0964
H -5.5163 0.9361 -0.6747  0.0970
H -8.1635 0.8448 -1.2093  0.1107
H -7.8199 0.6239 -2.7809  0.1129
H -6.6795 2.4968 -4.1680  0.0855
H -5.3793 2.6707 -3.2166  0.0609
H -6.5452 3.9956 -3.2990  0.0870
C -1.9685 6.0234 -6.0624  -0.0603
C -0.7275 6.4573 -5.2634  -0.4072
C 0.4165 6.6954 -6.2978  -0.2029
O 1.3645 7.5701 -5.7042  -0.1828
C 2.3165 6.7590 -5.0996  -0.1465
N -1.1327 7.7353 -4.6574  0.0360
H -2.4503 6.8996 -6.4963  0.0822
H -2.5396 5.3786 -5.3944  0.0611
H -1.6018 5.4552 -6.9173  0.0718
H -0.4378 5.7023 -4.5326  0.1177
H 0.1311 7.1893 -7.2266  0.1326
H 0.8447 5.7230 -6.5408  0.1160
H 2.8151 7.4772 -4.4485  0.0935
H 3.0579 6.5010 -5.8558  0.0934
H 2.0949 5.8862 -4.4855  0.0676
H -1.7832 8.3017 -5.1829  0.0655
H -0.2893 8.2631 -4.4837  0.0600
C 2.0043 2.9675 -3.0022  -0.0490
C 3.3558 2.8734 -2.3882  -0.4368
C 3.8800 4.1961 -1.8173  -0.1614
O 5.3159 4.1560 -1.6799  -0.2080
C 5.9304 5.3917 -1.3106  -0.1050
N 3.3654 1.7916 -1.4293  0.0736
H 1.9043 3.5193 -3.9369  0.0741
H 1.2910 3.3769 -2.2868  0.0677
H 1.6434 2.0040 -3.3620  0.0733
H 4.1818 2.6768 -3.0718  0.1334
H 3.3727 4.5510 -0.9201  0.1179
H 3.8515 5.0121 -2.5394  0.1218
H 5.9405 6.2032 -2.0383  0.0816
H 7.0050 5.2265 -1.2334  0.0860
H 5.5068 5.8846 -0.4356  0.0903
H 4.2403 1.7746 -0.9251  0.0698
H 3.4435 0.9028 -1.9027  0.0228
C 4.5756 -5.9839 -0.6767  -0.0614
C 4.7379 -5.3071 0.6718  -0.4409
C 4.8070 -6.4153 1.7703  -0.1142
O 3.6379 -7.3402 1.7948  -0.1686
C 2.4236 -6.8012 2.1791  -0.1420
N 5.9150 -4.4684 0.6848  0.0930
H 4.7502 -5.5566 -1.6642  0.0667
H 3.6760 -6.5985 -0.7085  0.0795
H 5.3579 -6.7424 -0.7039  0.0819
H 3.7778 -4.8483 0.9080  0.1128
H 4.8924 -5.8998 2.7268  0.1194
H 5.6096 -7.1142 1.5345  0.1302
H 1.6206 -7.4404 1.8119  0.0891
H 2.1817 -5.8323 1.7424  0.0573
H 2.2373 -6.8588 3.2516  0.0875
H 6.1940 -4.2192 1.6230  0.0846
H 5.8405 -3.6415 0.1096  0.0507
C 0.5879 4.6246 0.4631  -0.0608
C -0.3623 4.7069 1.7187  -0.3780
C -0.4646 3.3422 2.3285  -0.2572
O -1.0527 3.2357 3.6083  -0.1780
C -2.4440 3.4736 3.5102  -0.1067
N 0.4493 5.6155 2.6051  0.0380
H 0.4974 5.5894 -0.0360  0.0854
H 0.3630 3.6971 -0.0634  0.0442
H 1.6329 4.5801 0.7700  0.0572
H -1.3336 5.1452 1.4894  0.1282
H 0.5164 2.9031 2.5101  0.1278
H -0.8480 2.5857 1.6438  0.0904
H -2.8152 3.4895 4.5349  0.0941
H -2.8800 2.5828 3.0581  0.0786
H -2.7587 4.3746 2.9834  0.0773
H 1.3725 5.2063 2.5847  0.0525
H 0.0748 5.6269 3.5430  0.0669
C 2.7947 -4.1479 5.2831  -0.0658
C 2.1397 -3.5450 6.5400  -0.4000
C 1.5772 -2.1017 6.6290  -0.1938
O 0.5258 -2.0336 5.6653  -0.2360
C 0.0232 -0.6888 5.5320  -0.0781
N 1.0287 -4.4505 6.9120  0.0333
H 2.0471 -4.4474 4.5485  0.0514
H 3.0648 -5.1628 5.5747  0.0744
H 3.5593 -3.4989 4.8561  0.0732
H 2.8606 -3.6173 7.3543  0.1298
H 2.3569 -1.3930 6.3499  0.1172
H 1.2348 -1.8596 7.6351  0.1226
H -0.2413 -0.4323 6.5578  0.0921
H -0.8121 -0.5666 4.8425  0.0753
H 0.8004 -0.0777 5.0730  0.0824
H 0.8795 -4.3008 7.8997  0.0667
H 0.1967 -4.1073 6.4536  0.0558
C -5.5814 -2.1425 5.7733  -0.0842
C -4.0744 -2.4827 5.8258  -0.3777
C -4.0071 -3.8264 6.6214  -0.2279
O -4.3267 -4.8846 5.7777  -0.1796
C -4.1900 -6.0825 6.4063  -0.1292
N -3.6147 -2.4372 4.4227  0.0399
H -5.9608 -1.7299 6.7081  0.0748
H -6.1826 -2.9667 5.3895  0.0775
H -5.6885 -1.3773 5.0044  0.0649
H -3.6115 -1.6004 6.2680  0.1294
H -4.6587 -3.7659 7.4931  0.1193
H -3.0659 -3.8722 7.1693  0.1117
H -3.1461 -6.1925 6.7001  0.0909
H -4.2986 -6.8160 5.6074  0.0974
H -4.9221 -6.1452 7.2114  0.1000
H -3.5896 -3.3937 4.0991  0.0591
H -2.6312 -2.2460 4.2953  0.0381

The spin multiplicity is 2. Its expectation value of S² is 0.7565. The HOMO-LUMO gap (alpha / beta) comes out at 7.6 / 2.0 eV. Its energy above the lowest of the compared OMol25 structures with the same formula, charge and spin is 478.8 kJ/mol. The total charge is +1. For the highest occupied orbital energy (alpha / beta), the calculation gives -10.440 / -10.440 eV.

4 unconnected molecules or ions with the total composition C39H56BIN2O14S, computed with wB97M-V/def2-TZVPD.

Each line ends with the Löwdin charge.
Cartesian coordinates (Å):
H -3.9236 1.5168 2.2905  0.0425
N -4.1697 0.9400 1.4750  0.0771
C -3.8125 1.5391 0.3994  -0.2189
C -3.1240 2.9452 0.4631  -0.0732
C -2.0269 3.2271 -0.6431  -0.3874
C -2.3490 2.4805 -2.0104  -0.1301
O -3.5639 2.9698 -2.5949  -0.1523
O -3.7285 2.4257 -3.8453  -0.0302
C -2.1948 4.7815 -1.0045  -0.0207
C -1.3276 5.2109 -2.2289  -0.3218
O -1.8887 5.3318 -3.3029  0.0946
C 0.1953 5.4855 -2.1993  -0.1171
C 0.8643 6.5491 -1.4695  -0.0266
C 2.3225 6.7003 -1.5827  -0.0782
C 3.1473 5.8348 -2.4201  -0.0785
C 2.4757 4.7470 -3.1390  -0.0733
C 1.0396 4.6047 -3.0191  -0.0292
O -0.6784 3.1031 -0.2347  -0.0789
C -0.2971 1.7987 0.1865  -0.2468
C 0.4426 0.9997 -0.9728  -0.1881
C 0.9368 -0.4401 -0.5509  -0.2806
C 2.4303 -0.6839 -1.0302  -0.6430
I 2.5187 -0.6927 -3.2014  0.7267
C 0.6341 2.0037 1.4958  -0.5944
S 2.4122 2.1845 1.0291  0.8772
C 0.2411 3.3752 2.2455  -0.2085
N 1.0226 4.5491 1.7144  -0.0398
O 0.2934 0.9502 2.3880  -0.1112
C 1.3537 0.3212 3.0906  -0.3030
C 0.6587 -0.8866 3.8884  -0.1173
O 1.4221 -2.0997 3.8127  -0.0893
C 1.0497 -2.8867 2.7219  -0.2557
C -0.3057 -3.3689 2.4597  -0.0072
C -0.6410 -4.1706 1.2903  -0.0533
C 0.4385 -4.5184 0.3697  -0.0728
C 1.8194 -4.0848 0.6064  -0.0798
C 2.1008 -3.2530 1.7752  -0.0225
C 2.0129 1.2119 4.2448  -0.0405
B 3.3800 0.5461 4.7849  -0.5696
O 3.4557 -0.3133 5.8830  0.1470
O 4.5929 0.8846 4.1018  0.0939
H -4.0643 0.9991 -0.5523  0.1203
H -3.9467 3.6994 0.2879  0.1315
H -2.7825 3.1023 1.5146  0.1098
H -2.4167 1.3590 -1.8731  0.1297
H -1.4963 2.6216 -2.7443  0.1328
H -2.8960 2.4794 -4.3583  0.0802
H -3.2595 5.0334 -1.2256  0.1292
H -1.8936 5.3549 -0.0791  0.1371
H 0.2840 7.2478 -0.8296  0.1055
H 2.8305 7.5349 -1.0377  0.0956
H 4.2467 5.9507 -2.5442  0.0959
H 3.0579 4.0588 -3.7990  0.1030
H 0.5512 3.7764 -3.5857  0.1096
H -1.1285 1.1229 0.5180  0.1605
H -0.3096 0.8244 -1.7977  0.1011
H 1.2417 1.6238 -1.4646  0.0785
H 0.3362 -1.2030 -1.1268  0.1018
H 0.7966 -0.6946 0.5280  0.0959
H 3.1568 0.0322 -0.5815  0.0118
H 2.7434 -1.7149 -0.7028  0.0207
H 2.3493 3.0120 -0.0747  -0.0613
H -0.8560 3.5778 2.2211  0.1037
H 0.5157 3.3232 3.3401  0.1103
H 0.4076 5.3503 1.8999  0.0687
H 1.8409 4.6471 2.3210  0.0548
H 2.1264 -0.2016 2.4603  0.1369
H -0.4037 -0.9785 3.5402  0.1355
H 0.5948 -0.6240 4.9836  0.1316
H -1.0973 -3.0683 3.1952  0.1023
H -1.7008 -4.4786 1.1466  0.1075
H 0.1592 -5.1458 -0.5375  0.0888
H 2.6091 -4.3979 -0.1184  0.1011
H 3.1608 -2.9352 1.9414  0.1118
H 1.2565 1.4036 5.0499  0.1191
H 2.3107 2.2245 3.8457  0.0867
H 4.3930 -0.5859 5.9205  0.1128
H 4.5188 0.5027 3.2078  0.0980
O -1.3044 0.7494 -5.7135  0.1140
C -1.7564 1.3295 -6.6619  -0.4852
C -3.2221 1.4740 -7.0025  -0.0764
C -3.1694 1.9269 -8.4511  -0.1575
C -1.8484 2.6662 -8.5110  -0.1577
O -0.9967 1.9941 -7.5707  0.0322
H -3.6658 2.2330 -6.3545  0.1193
H -3.7439 0.5255 -6.8942  0.1343
H -4.0195 2.5392 -8.7518  0.1191
H -3.1352 1.0534 -9.1073  0.1207
H -1.9430 3.7126 -8.2089  0.1295
H -1.4003 2.6252 -9.5034  0.1255
O -2.8240 -3.5140 5.3176  0.1161
C -2.1031 -3.3049 6.2521  -0.4819
C -0.6565 -3.7191 6.3674  -0.0753
C -0.3940 -3.5552 7.8541  -0.1572
C -1.3547 -2.4459 8.2309  -0.1616
O -2.4813 -2.6086 7.3569  0.0284
H -0.0437 -3.0416 5.7680  0.1121
H -0.5168 -4.7490 6.0451  0.1328
H 0.6441 -3.3261 8.0953  0.1184
H -0.6656 -4.4755 8.3782  0.1198
H -0.9277 -1.4526 8.0669  0.1256
H -1.6825 -2.5216 9.2674  0.1244
O -0.6634 -6.8269 -2.2752  0.1138
C 0.3459 -7.4622 -2.4169  -0.4833
C 0.4239 -8.9522 -2.6448  -0.0782
C 1.8864 -9.2424 -2.3533  -0.1630
C 2.5565 -7.9367 -2.7301  -0.1595
O 1.5901 -6.9174 -2.4340  0.0202
H 0.1641 -9.1668 -3.6833  0.1337
H -0.2364 -9.4873 -1.9655  0.1280
H 2.2815 -10.1014 -2.8958  0.1169
H 2.0169 -9.4307 -1.2845  0.1205
H 2.8002 -7.8862 -3.7947  0.1280
H 3.4632 -7.7592 -2.1525  0.1254

As for the structure (SMILES): [H]/N=C\C[C@@](COO)(CC(=O)c1ccccc1)O[C@@H](CCCI)[C@@](S)(CN)O[C@H](COc1ccccc1)CB(O)O.O=C1CCCO1.O=C1CCCO1.O=C1CCCO1. The HOMO-LUMO gap comes out at 8.9 eV. The total charge is 0. For the highest occupied orbital energy, the calculation gives -8.542 eV.